{
  "formula": "C16H46N10O22P",
  "method": "wB97M-V/def2-TZVPD",
  "elements": ["C", "C", "N", "P", "O", "C", "C", "O", "C", "C", "C", "O", "O", "H", "H", "H", "H", "H", "H", "H", "H", "H", "H", "H", "H", "H", "H", "H", "H", "H", "H", "H", "C", "N", "O", "O", "H", "H", "H", "C", "N", "O", "O", "H", "H", "H", "C", "N", "O", "O", "H", "H", "H", "C", "N", "O", "O", "H", "H", "H", "C", "N", "O", "O", "H", "H", "H", "C", "N", "O", "O", "H", "H", "H", "C", "N", "O", "O", "H", "H", "H", "C", "N", "O", "O", "H", "H", "H", "C", "N", "O", "O", "H", "H", "H"],
  "xyz": [[-3.5218, 0.8014, 3.2615], [-2.4680, 0.6020, 2.1071], [-3.0631, 1.1339, 0.8786], [-2.2833, 0.6252, -0.6581], [-2.4683, -1.0921, -0.4497], [-1.2059, -1.5761, -0.8978], [-0.0926, -0.4496, -0.8592], [1.2151, -0.9069, -0.4712], [1.8963, -1.3042, -1.6305], [2.8793, -0.2451, -2.2082], [2.6842, 1.1974, -1.6811], [2.7993, -0.2117, -3.6381], [-0.6429, 0.5465, -0.0310], [-3.7882, 1.8698, 3.3317], [-4.4311, 0.2968, 2.9032], [-3.1677, 0.3967, 4.2226], [-1.5505, 1.1177, 2.4393], [-2.2622, -0.4732, 2.0752], [-2.9933, 2.1408, 0.9530], [-3.6439, 0.6480, -1.1881], [-2.0549, 2.0077, -1.0894], [-1.9266, 0.3014, -2.0297], [-0.8740, -2.4147, -0.2504], [-1.3368, -2.0409, -1.8888], [0.1094, 0.0681, -1.8146], [1.2193, -1.6234, -2.4412], [2.4971, -2.2010, -1.3998], [3.9092, -0.5490, -1.9432], [3.6583, 1.7185, -1.7476], [2.3817, 1.2559, -0.6290], [2.0027, 1.7535, -2.3375], [3.6701, -0.0777, -3.9953], [2.7793, -3.9027, -4.7667], [1.4586, -4.5590, -4.5937], [1.2098, -5.5229, -5.2863], [0.7186, -4.0813, -3.7698], [3.3346, -4.4374, -5.5371], [2.5938, -2.8707, -5.0576], [3.2934, -3.9505, -3.8102], [-7.5065, -1.9231, 4.6305], [-6.8246, -0.6314, 4.3694], [-6.2426, -0.1028, 5.2913], [-6.9007, -0.1968, 3.2480], [-7.3559, -2.1897, 5.6709], [-8.5617, -1.7849, 4.4124], [-7.0646, -2.6643, 3.9697], [4.3938, 1.0799, 2.3229], [5.1107, 2.3352, 1.9928], [5.7293, 2.8874, 2.8772], [5.0271, 2.7270, 0.8528], [4.5567, 0.8521, 3.3704], [3.3378, 1.2474, 2.1217], [4.7946, 0.2950, 1.6869], [-5.7337, -1.9462, -1.1359], [-6.9296, -2.6591, -0.6120], [-6.8557, -3.1611, 0.4876], [-7.9109, -2.6939, -1.3232], [-4.9423, -1.9970, -0.3953], [-5.4342, -2.4412, -2.0554], [-6.0196, -0.9144, -1.3195], [2.1211, 3.5600, 3.9101], [0.9793, 2.6511, 3.6336], [-0.1289, 3.0406, 3.9082], [1.2339, 1.5739, 3.1501], [1.7367, 4.4784, 4.3396], [2.7825, 3.0525, 4.6074], [2.6214, 3.7538, 2.9643], [-4.6373, 4.5442, -1.4822], [-4.4393, 3.7858, -2.7406], [-4.3137, 2.5965, -2.6440], [-4.4154, 4.4275, -3.7747], [-4.6332, 3.8424, -0.6541], [-3.8182, 5.2526, -1.3960], [-5.5932, 5.0560, -1.5561], [-1.4797, 2.0885, 6.9181], [-1.1627, 2.8873, 8.1292], [-1.9559, 2.8699, 9.0419], [-0.1227, 3.5072, 8.1217], [-2.4315, 1.5910, 7.0666], [-1.5278, 2.7733, 6.0757], [-0.6806, 1.3642, 6.7865], [4.8212, -7.7421, -7.6898], [4.4862, -6.8567, -6.5475], [4.0895, -5.7418, -6.7989], [4.6323, -7.3125, -5.4406], [4.6407, -7.2006, -8.6117], [5.8690, -8.0131, -7.5958], [4.1821, -8.6180, -7.6214], [7.9130, 3.5484, -0.6649], [8.0931, 2.8407, -1.9573], [8.4087, 1.6733, -1.9204], [7.9116, 3.4837, -2.9641], [8.1074, 2.8519, 0.1426], [8.6196, 4.3736, -0.6435], [6.8883, 3.9070, -0.6263]],
  "gap_ev": 5.48,
  "homo_ev": -4.173,
  "total_charge": -1
}